Record 1
The molecule C7H11NO2 in a non-equilibrium geometry. Source: OMol25; level of theory: ωB97M-V with the def2-TZVPD basis set.

Summary:
Energy relative to the best compared isomer or geometry (same formula, charge and spin) in kJ/mol: 357.6
E in Eh: -478.460573
HOMO in eV: -7.45
Structure (SMILES): CC(=O)C1=C([O-])CC[N@@H+]1C
Max |F| in Eh/bohr: 0.105
HOMO-LUMO gap in eV: 7.6

Each line ends with the Löwdin charge.
Element x y z (Å)
C (1.016, -0.603, -0.176)  -0.063
C (1.010, -1.979, -0.019)  -0.486
C (2.474, 0.509, 0.034)  -0.318
C (-0.484, -2.362, 0.303)  -0.083
C (-1.068, -1.058, 0.812)  -0.124
C (2.042, 1.913, 0.347)  -0.041
C (-0.965, 0.364, -1.188)  -0.010
N (-0.298, -0.005, 0.079)  -0.167
O (3.579, 0.095, -0.094)  0.105
O (1.883, -2.823, -0.134)  0.013
H (-0.979, -2.724, -0.598)  0.111
H (-0.502, -3.153, 1.048)  0.117
H (-2.138, -0.933, 0.635)  0.121
H (-0.862, -0.947, 1.879)  0.135
H (2.921, 2.548, 0.428)  0.086
H (1.510, 1.939, 1.298)  0.081
H (1.401, 2.307, -0.440)  0.076
H (-1.157, -0.545, -1.756)  0.108
H (-1.903, 0.886, -1.000)  0.097
H (-0.302, 0.998, -1.773)  0.096
H (-0.202, 0.845, 0.641)  0.149



Record 2
A cluster of 2 separate species, C7H11NO2 in total in a non-equilibrium geometry. Source: OMol25; level of theory: ωB97M-V with the def2-TZVPD basis set.

Summary:
Energy relative to the best compared isomer or geometry (same formula, charge and spin) in kJ/mol: 827.9
E in Eh: -478.281459
HOMO (alpha / beta) in eV: -8.21 / -8.21
Max |F| in Eh/bohr: 0.103
HOMO-LUMO gap (alpha / beta) in eV: 7.5 / 7.5

Each line ends with the Löwdin charge.
Element x y z (Å)
C (-0.390, -1.620, 0.443)  -0.047
C (0.128, 0.474, -1.281)  -0.063
C (-1.555, -0.735, 0.681)  -0.208
C (-0.225, -0.207, -0.016)  -0.302
C (0.729, 0.860, -0.019)  -0.134
C (-2.804, -0.712, -0.209)  -0.057
C (1.318, 1.999, 0.609)  -0.058
N (2.838, -0.265, -0.146)  -0.291
O (2.858, -1.475, -0.301)  -0.016
O (3.788, 0.500, 0.003)  -0.042
H (0.043, -1.903, 1.493)  0.158
H (-0.350, -2.395, -0.210)  0.081
H (0.676, 0.004, -2.209)  0.153
H (-0.716, 1.210, -1.719)  0.154
H (-1.724, -0.321, 1.691)  0.139
H (-3.652, -0.315, 0.383)  0.084
H (-3.050, -1.740, -0.452)  0.066
H (-2.624, -0.371, -1.246)  0.080
H (2.472, 1.986, 0.543)  0.099
H (1.151, 1.987, 1.710)  0.096
H (1.087, 3.041, 0.253)  0.108



Record 3
The molecule C7H11NO2S in a non-equilibrium geometry. Source: OMol25; level of theory: ωB97M-V with the def2-TZVPD basis set.

Summary:
Energy relative to the best compared isomer or geometry (same formula, charge and spin) in kJ/mol: 464.4
E in Eh: -876.548686
HOMO (alpha / beta) in eV: -8.86 / -8.86
Max |F| in Eh/bohr: 0.127
HOMO-LUMO gap (alpha / beta) in eV: 7.5 / 7.5

Each line ends with the Löwdin charge.
Element x y z (Å)
C (-1.302, -0.093, -1.261)  -0.543
C (-2.349, 0.713, -0.432)  -0.115
C (0.081, -0.819, 1.012)  -0.255
C (-1.489, 1.459, 0.542)  -0.063
C (0.842, -0.300, -0.221)  -0.607
C (2.000, 0.614, 0.264)  -0.002
C (1.223, -1.511, -1.104)  0.022
N (-0.100, 0.413, -0.958)  0.132
O (-1.657, -0.925, -2.052)  0.107
O (0.186, 1.461, 2.599)  -0.513
S (-0.713, 0.547, 1.972)  0.910
H (-2.828, 1.508, -0.989)  0.124
H (-2.989, 0.185, 0.176)  0.087
H (-0.721, -1.483, 0.613)  0.107
H (0.484, -1.524, 1.863)  0.137
H (-1.526, 2.449, 0.787)  0.054
H (2.789, 0.075, 0.586)  0.039
H (1.799, 1.296, 1.183)  0.105
H (2.215, 1.118, -0.640)  0.074
H (0.483, -1.856, -1.701)  0.046
H (1.724, -2.199, -0.444)  0.099
H (1.847, -1.128, -1.797)  0.057



Record 4
The molecule C7H11NO2S2 in a non-equilibrium geometry. Source: OMol25; level of theory: ωB97M-V with the def2-TZVPD basis set.

Summary:
Energy relative to the best compared isomer or geometry (same formula, charge and spin) in kJ/mol: 197.2
E in Eh: -1274.886237
HOMO in eV: -9.02
Structure (SMILES): O=C(O)CSC(=S)N1CCCC1
Max |F| in Eh/bohr: 0.118
HOMO-LUMO gap in eV: 9.2

Each line ends with the Löwdin charge.
Element x y z (Å)
C (-1.045, -1.753, 2.542)  -0.639
C (-1.290, -0.240, 2.269)  -0.382
C (0.459, 0.300, -0.099)  -0.951
C (-0.657, 1.117, -2.198)  -0.214
C (-0.178, 1.407, -3.605)  -0.169
C (1.208, 1.887, -3.188)  -0.188
C (1.745, 0.983, -2.079)  -0.175
H (0.764, -1.730, 1.639)  0.058
H (-2.305, 0.214, 2.446)  0.079
H (-0.587, 0.423, 2.974)  0.135
H (-1.046, 2.070, -1.641)  0.158
H (-1.342, 0.335, -2.233)  0.069
H (-0.703, 2.426, -4.036)  0.165
H (-0.425, 0.472, -4.276)  0.151
H (1.923, 1.838, -3.972)  0.097
H (1.119, 2.913, -2.683)  0.150
H (2.359, 1.434, -1.373)  0.064
H (2.304, 0.068, -2.359)  0.140
N (0.518, 0.596, -1.398)  -0.184
O (0.055, -2.284, 2.209)  0.060
O (-1.992, -2.525, 2.864)  0.028
S (-1.269, 0.021, 0.457)  0.928
S (1.791, 0.080, 0.972)  0.619